The following is a DFT calculation (the ωB97M-V functional and the def2-TZVPD basis) of a single C21H20FN3O4S3 molecule in a non-equilibrium geometry.

Output
* total energy: -69983.8073 eV
* Kohn-Sham gap: 8.593 eV
* maximum force: 1.236 eV Å⁻¹
* E_LUMO: 0.00031 hartree
* highest occupied orbital energy: -8.58 eV
* total charge: 0

CARTESIAN COORDINATES (ANGSTROEM)
1 C -6.96 0.40 0.98
2 C -5.45 0.55 1.01
3 S -5.08 2.12 1.84
4 O -5.37 2.00 3.23
5 O -5.68 3.19 1.10
6 N -3.42 2.24 1.76
7 C -2.66 2.27 0.60
8 C -3.22 2.70 -0.61
9 C -2.44 2.75 -1.75
10 C -1.11 2.37 -1.72
11 C -0.54 1.94 -0.53
12 C 0.85 1.55 -0.45
13 N 1.38 1.08 0.61
14 N 2.70 0.85 0.43
15 S 3.54 -0.11 1.52
16 O 3.14 0.28 2.83
17 O 4.91 -0.03 1.14
18 C 2.92 -1.76 1.20
19 C 3.81 -2.76 0.85
20 C 3.33 -4.03 0.58
21 C 1.96 -4.25 0.67
22 F 1.48 -5.48 0.39
23 C 1.07 -3.26 1.02
24 C 1.56 -1.99 1.30
25 C 3.09 1.00 -0.99
26 C 3.40 -0.33 -1.58
27 C 4.62 -0.90 -1.78
28 C 4.54 -2.20 -2.31
29 C 3.26 -2.61 -2.52
30 S 2.12 -1.41 -2.06
31 C 1.85 1.69 -1.59
32 C -1.32 1.89 0.63
33 H -7.25 -0.53 0.49
34 H -7.34 0.40 2.00
35 H -7.40 1.24 0.46
36 H -5.02 0.61 0.01
37 H -4.96 -0.23 1.59
38 H -2.95 1.94 2.60
39 H -4.25 3.03 -0.62
40 H -2.88 3.09 -2.67
41 H -0.52 2.41 -2.63
42 H 4.86 -2.53 0.80
43 H 3.98 -4.84 0.30
44 H 0.01 -3.48 1.08
45 H 0.91 -1.18 1.58
46 H 3.99 1.62 -1.02
47 H 5.54 -0.40 -1.53
48 H 5.40 -2.81 -2.54
49 H 2.91 -3.54 -2.91
50 H 1.51 1.18 -2.49
51 H 2.03 2.74 -1.81
52 H -0.86 1.57 1.55

Mulliken atomic charge list, values in e, 2 entries: -1.33, -0.28


The following is a DFT calculation (the ωB97M-V functional and the def2-TZVPD basis) of 2 unconnected molecules or ions with the total composition C3H8N2OS in a non-equilibrium geometry.

Output
* total energy: -19097.8639 eV
* Kohn-Sham gap: 8.075 eV
* maximum force: 3.223 eV Å⁻¹
* E_LUMO: -0.00793 hartree
* highest occupied orbital energy: -8.29 eV
* total charge: 0
* ΔE to the lowest compared entry with this formula, charge and spin: 153.08 kcal/mol

CARTESIAN COORDINATES (ANGSTROEM)
1 N 3.02 0.27 -0.63
2 S 1.92 -0.06 0.38
3 O 1.79 -1.35 1.07
4 C -0.08 -0.06 -0.11
5 C -1.00 1.07 0.25
6 C -1.60 0.19 1.35
7 N -0.61 -0.84 0.90
8 H 3.71 -0.33 -1.03
9 H -1.72 1.23 -0.53
10 H -0.40 1.97 0.32
11 H -1.31 0.59 2.32
12 H -2.59 -0.12 1.53
13 H -0.42 -1.87 1.01
14 H -0.13 -0.12 -3.24
15 H -0.60 -0.58 -3.59

Mulliken atomic charge list, values in e, 2 entries: -0.53, 0.53